Molecular formula: C66H183N9O30
Method: DFT, ωB97M-V/def2-TZVPD

Properties
Orbital gap (eV): 8.670
DFT total energy (eV): -146224.6756
Largest force on an atom (eV/A): 4.1
HOMO (hartree): -0.302
LUMO level (eV): 0.44

Each atom is followed by the atoms it is bonded to, with distances in Å.
Positions of all 288 atoms, in Å:
1 C -1.760 2.199 -8.178  O2 1.405, H3 1.072, H4 1.055, H5 1.085
2 O -2.358 1.432 -7.164  C1 1.405, H6 1.004
3 H -2.232 2.002 -9.121  C1 1.072
4 H -1.786 3.220 -7.918  C1 1.055
5 H -0.705 1.971 -8.292  C1 1.085
6 H -3.052 2.015 -6.732  O2 1.004
7 C 2.704 -1.975 -0.644  O8 1.433, H9 1.080, H10 1.109, H11 1.096
8 O 3.165 -0.679 -1.048  C7 1.433, H12 0.965
9 H 2.522 -1.929 0.419  C7 1.080
10 H 1.795 -2.291 -1.195  C7 1.109
11 H 3.526 -2.700 -0.646  C7 1.096
12 H 3.659 -0.751 -1.874  O8 0.965
13 C 4.704 6.457 -1.122  O14 1.432, H15 1.101, H16 1.106, H17 1.113
14 O 3.923 5.726 -2.074  C13 1.432, H18 0.999
15 H 5.177 5.694 -0.485  C13 1.101
16 H 5.491 6.920 -1.746  C13 1.106
17 H 4.093 7.258 -0.649  C13 1.113
18 H 3.156 5.380 -1.536  O14 0.999
19 C -1.949 -1.862 -6.324  O20 1.429, H21 1.089, H22 1.097, H23 1.123
20 O -0.894 -0.924 -6.545  C19 1.429, H24 1.004
21 H -2.202 -1.897 -5.265  C19 1.089
22 H -2.795 -1.698 -7.002  C19 1.097
23 H -1.421 -2.845 -6.451  C19 1.123
24 H -1.275 0.001 -6.637  O20 1.004
25 C -4.260 0.235 -0.697  O26 1.446, H27 1.107, H28 1.081, H29 1.086
26 O -3.391 1.355 -0.984  C25 1.446, H30 0.997
27 H -4.016 -0.357 0.207  C25 1.107
28 H -5.257 0.620 -0.538  C25 1.081
29 H -4.304 -0.534 -1.463  C25 1.086
30 H -2.422 1.130 -1.047  O26 0.997
31 C 3.072 -5.733 0.264  O32 1.370, H33 1.114, H34 1.078, H35 1.125
32 O 2.527 -6.592 1.182  C31 1.370, H36 0.986
33 H 3.468 -4.762 0.640  C31 1.114
34 H 3.797 -6.231 -0.360  C31 1.078
35 H 2.369 -5.426 -0.559  C31 1.125
36 H 1.618 -6.903 0.958  O32 0.986
37 C 5.019 0.081 1.423  O38 1.390, H39 1.062, H40 1.074, H41 1.058
38 O 3.779 0.654 1.166  C37 1.390, H42 0.972
39 H 4.906 -0.957 1.623  C37 1.062
40 H 5.775 0.255 0.682  C37 1.074
41 H 5.298 0.464 2.369  C37 1.058
42 H 3.429 0.256 0.352  O38 0.972
43 C -3.501 4.611 -2.507  O44 1.366, H45 1.120, H46 1.101, H47 1.083
44 O -3.699 3.335 -2.953  C43 1.366, H48 1.008
45 H -2.628 5.048 -3.056  C43 1.120
46 H -4.427 5.175 -2.697  C43 1.101
47 H -3.305 4.643 -1.443  C43 1.083
48 H -3.590 2.623 -2.249  O44 1.008
49 C 1.625 3.216 -1.275  O50 1.458, H51 1.113, H52 1.110, H53 1.110
50 O 2.121 4.367 -0.529  C49 1.458, H54 0.993
51 H 0.522 3.147 -1.146  C49 1.113
52 H 1.765 3.438 -2.354  C49 1.110
53 H 2.085 2.244 -0.999  C49 1.110
54 H 2.442 4.061 0.360  O50 0.993
55 C -5.041 3.718 -5.585  O56 1.400, H57 1.085, H58 1.064, H59 1.106
56 O -4.073 2.707 -5.606  C55 1.400, H60 0.962
57 H -4.603 4.685 -5.359  C55 1.085
58 H -5.408 3.788 -6.581  C55 1.064
59 H -5.913 3.611 -4.912  C55 1.106
60 H -3.778 2.484 -4.718  O56 0.962
61 C -2.654 -2.036 3.177  O62 1.397, H63 1.095, H64 1.089, H65 1.077
62 O -2.879 -0.685 2.901  C61 1.397, H66 0.999
63 H -1.651 -2.376 3.456  C61 1.095
64 H -3.187 -2.370 4.066  C61 1.089
65 H -2.979 -2.650 2.355  C61 1.077
66 H -1.934 -0.387 2.773  O62 0.999
67 C 3.400 6.586 -5.506  O68 1.414, H69 1.026, H70 1.122, H71 1.063
68 O 2.846 5.571 -4.693  C67 1.414, H72 0.946
69 H 4.371 6.397 -5.781  C67 1.026
70 H 2.727 6.678 -6.399  C67 1.122
71 H 3.503 7.538 -5.045  C67 1.063
72 H 3.037 5.759 -3.785  O68 0.946
73 C -1.311 2.570 12.534  O74 1.469, H82 1.130, H83 1.136, H84 1.118
74 O -1.751 1.210 12.196  C73 1.469, C75 1.372
75 C -3.029 0.823 12.512  O74 1.372, C76 1.545, H85 1.114, H86 1.094
76 C -4.040 1.377 11.484  C75 1.545, N77 1.456, H87 1.115, H88 1.051
77 N -3.815 0.768 10.181  C76 1.456, C78 1.454, H89 1.005
78 C -4.579 1.334 9.082  N77 1.454, C79 1.534, H90 1.051, H91 1.082
79 C -4.295 0.657 7.735  C78 1.534, O80 1.451, H92 1.081, H93 1.133
80 O -2.857 0.641 7.548  C79 1.451, C81 1.413
81 C -2.484 0.201 6.258  O80 1.413, H94 1.059, H95 1.164, H96 1.055
82 H -1.709 3.318 11.785  C73 1.130
83 H -0.176 2.535 12.508  C73 1.136
84 H -1.542 2.820 13.599  C73 1.118
85 H -3.306 1.245 13.505  C75 1.114
86 H -3.092 -0.268 12.473  C75 1.094
87 H -4.029 2.487 11.591  C76 1.115
88 H -4.998 1.028 11.739  C76 1.051
89 H -2.845 0.868 9.938  N77 1.005
90 H -4.330 2.351 8.992  C78 1.051
91 H -5.626 1.333 9.354  C78 1.082
92 H -4.902 1.144 6.984  C79 1.081
93 H -4.751 -0.379 7.785  C79 1.133
94 H -2.850 0.809 5.472  C81 1.059
95 H -2.811 -0.887 6.005  C81 1.164
96 H -1.430 0.225 6.264  C81 1.055
97 C -6.738 -7.124 -2.353  O98 1.430, H106 1.162, H107 1.065, H108 1.063
98 O -5.336 -7.393 -2.261  C97 1.430, C99 1.414
99 C -4.988 -8.293 -1.226  O98 1.414, C100 1.501, H109 1.117, H110 1.141
100 C -3.505 -8.521 -1.215  C99 1.501, N101 1.475, H111 1.075, H112 1.066
101 N -2.872 -7.665 -0.195  C100 1.475, C102 1.418, H113 1.027
102 C -1.821 -8.311 0.503  N101 1.418, C103 1.471, H114 1.092, H115 1.143
103 C -1.372 -7.482 1.632  C102 1.471, O104 1.410, H116 1.039, H117 1.089
104 O -0.547 -6.402 1.257  C103 1.410, C105 1.432
105 C -0.302 -5.421 2.271  O104 1.432, H118 1.145, H119 1.111, H120 1.100
106 H -6.971 -6.628 -1.329  C97 1.162
107 H -7.297 -8.010 -2.548  C97 1.065
108 H -6.832 -6.464 -3.181  C97 1.063
109 H -5.547 -9.239 -1.427  C99 1.117
110 H -5.326 -7.938 -0.196  C99 1.141
111 H -3.073 -8.334 -2.182  C100 1.075
112 H -3.355 -9.533 -0.918  C100 1.066
113 H -2.723 -6.714 -0.554  N101 1.027
114 H -0.910 -8.535 -0.056  C102 1.092
115 H -2.274 -9.301 0.852  C102 1.143
116 H -0.839 -8.067 2.305  C103 1.039
117 H -2.285 -7.111 2.094  C103 1.089
118 H -1.310 -5.190 2.763  C105 1.145
119 H 0.002 -4.488 1.750  C105 1.111
120 H 0.411 -5.889 2.966  C105 1.100
121 C 0.317 2.165 -4.503  O122 1.415, H130 1.076, H131 1.122, H132 1.060
122 O 0.308 1.211 -3.457  C121 1.415, C123 1.393
123 C -0.784 0.346 -3.460  O122 1.393, C124 1.494, H133 1.053, H134 1.132
124 C -0.905 -0.432 -2.191  C123 1.494, N125 1.461, H135 1.055, H136 1.098
125 N -0.787 0.410 -1.003  C124 1.461, C126 1.410, H137 1.027
126 C -0.768 -0.331 0.196  N125 1.410, C127 1.510, H138 1.066, H139 1.106
127 C 0.079 0.380 1.223  C126 1.510, O128 1.424, H140 1.065, H141 1.080
128 O -0.074 -0.370 2.425  C127 1.424, C129 1.425
129 C 0.711 0.233 3.450  O128 1.425, H142 1.049, H143 1.118, H144 1.103
130 H 0.118 1.637 -5.419  C121 1.076
131 H 1.369 2.539 -4.619  C121 1.122
132 H -0.403 2.933 -4.376  C121 1.060
133 H -0.762 -0.390 -4.213  C123 1.053
134 H -1.721 0.965 -3.601  C123 1.132
135 H -0.232 -1.245 -2.220  C124 1.055
136 H -1.866 -0.962 -2.202  C124 1.098
137 H 0.105 0.887 -1.182  N125 1.027
138 H -0.319 -1.273 -0.019  C126 1.066
139 H -1.783 -0.483 0.608  C126 1.106
140 H -0.311 1.365 1.325  C127 1.065
141 H 1.134 0.365 0.991  C127 1.080
142 H 1.730 0.071 3.262  C129 1.049
143 H 0.285 -0.182 4.396  C129 1.118
144 H 0.582 1.327 3.514  C129 1.103
145 C 6.881 3.609 0.491  O146 1.436, H154 1.085, H155 1.083, H156 1.116
146 O 7.170 2.338 -0.110  C145 1.436, C147 1.413
147 C 6.864 2.252 -1.487  O146 1.413, C148 1.536, H157 1.118, H158 1.127
148 C 5.357 2.272 -1.779  C147 1.536, N149 1.505, H159 1.091, H160 1.043
149 N 5.256 2.495 -3.264  C148 1.505, C150 1.435, H161 1.068
150 C 4.315 1.725 -4.025  N149 1.435, C151 1.549, H162 1.066, H163 1.052
151 C 4.889 0.341 -4.417  C150 1.549, O152 1.395, H164 1.141, H165 1.081
152 O 4.852 -0.560 -3.354  C151 1.395, C153 1.445
153 C 5.325 -1.909 -3.564  O152 1.445, H166 1.082, H167 1.070, H168 1.090
154 H 6.001 4.074 0.058  C145 1.085
155 H 7.699 4.281 0.263  C145 1.083
156 H 6.675 3.595 1.588  C145 1.116
157 H 7.236 1.234 -1.760  C147 1.118
158 H 7.403 3.059 -2.061  C147 1.127
159 H 4.746 2.955 -1.186  C148 1.091
160 H 5.017 1.315 -1.539  C148 1.043
161 H 5.049 3.532 -3.418  N149 1.068
162 H 4.190 2.260 -4.939  C150 1.066
163 H 3.338 1.594 -3.658  C150 1.052
164 H 5.954 0.269 -4.820  C151 1.141
165 H 4.288 -0.020 -5.240  C151 1.081
166 H 6.187 -1.982 -4.214  C153 1.082
167 H 4.513 -2.421 -4.036  C153 1.070
168 H 5.608 -2.318 -2.594  C153 1.090
169 C -0.035 -4.272 -1.859  O170 1.416, H178 1.073, H179 1.125, H180 1.076
170 O -1.071 -4.800 -2.667  C169 1.416, C171 1.377
171 C -2.389 -4.493 -2.417  O170 1.377, C172 1.536, H181 1.116, H182 1.077
172 C -3.148 -4.650 -3.744  C171 1.536, N173 1.476, H183 1.083, H184 1.082
173 N -3.306 -6.100 -3.976  C172 1.476, C174 1.506, H185 1.022
174 C -3.100 -6.550 -5.399  N173 1.506, C175 1.507, H186 1.060, H187 1.162
175 C -4.191 -6.079 -6.326  C174 1.507, O176 1.468, H188 1.155, H189 1.098
176 O -5.535 -6.389 -5.825  C175 1.468, C177 1.411
177 C -6.503 -5.931 -6.743  O176 1.411, H190 1.069, H191 1.070, H192 1.097
178 H -0.106 -3.201 -1.871  C169 1.073
179 H 0.961 -4.532 -2.315  C169 1.125
180 H -0.074 -4.617 -0.841  C169 1.076
181 H -2.401 -3.420 -2.110  C171 1.116
182 H -2.842 -5.039 -1.607  C171 1.077
183 H -2.573 -4.180 -4.532  C172 1.083
184 H -4.101 -4.139 -3.700  C172 1.082
185 H -4.117 -6.538 -3.535  N173 1.022
186 H -2.920 -7.589 -5.502  C174 1.060
187 H -2.112 -6.012 -5.688  C174 1.162
188 H -4.111 -6.576 -7.366  C175 1.155
189 H -4.033 -5.014 -6.539  C175 1.098
190 H -7.457 -6.330 -6.471  C177 1.069
191 H -6.303 -6.287 -7.732  C177 1.070
192 H -6.418 -4.843 -6.852  C177 1.097
193 C -1.010 6.688 -0.712  O194 1.472, H202 1.077, H203 1.082, H204 1.095
194 O -0.922 6.665 0.756  C193 1.472, C195 1.425
195 C -0.512 7.920 1.292  O194 1.425, C196 1.476, H205 1.137, H206 1.084
196 C 0.028 7.659 2.641  C195 1.476, N197 1.453, H207 1.105, H208 1.136
197 N 1.129 6.711 2.682  C196 1.453, C198 1.416, H209 1.042
198 C 2.237 6.883 1.816  N197 1.416, C199 1.471, H210 1.085, H211 1.087
199 C 3.316 5.984 2.254  C198 1.471, O200 1.448, H212 1.080, H213 1.091
200 O 2.868 4.636 1.971  C199 1.448, C201 1.420
201 C 3.343 3.675 2.902  O200 1.420, H214 1.078, H215 1.040, H216 1.106
202 H -1.810 7.323 -1.054  C193 1.077
203 H -1.239 5.670 -1.000  C193 1.082
204 H -0.072 7.056 -1.140  C193 1.095
205 H -1.308 8.728 1.204  C195 1.137
206 H 0.353 8.217 0.711  C195 1.084
207 H -0.829 7.309 3.243  C196 1.105
208 H 0.440 8.619 3.090  C196 1.136
209 H 0.943 5.689 2.606  N197 1.042
210 H 2.605 7.903 1.810  C198 1.085
211 H 1.963 6.594 0.805  C198 1.087
212 H 3.405 6.191 3.310  C199 1.080
213 H 4.245 6.268 1.758  C199 1.091
214 H 2.633 2.882 2.736  C201 1.078
215 H 3.421 4.007 3.884  C201 1.040
216 H 4.292 3.303 2.472  C201 1.106
217 C 3.467 3.548 6.966  O218 1.480, H226 1.076, H227 1.069, H228 1.124
218 O 3.791 2.470 6.006  C217 1.480, C219 1.436
219 C 4.032 1.267 6.752  O218 1.436, C220 1.510, H229 1.113, H230 1.132
220 C 4.550 0.225 5.790  C219 1.510, N221 1.487, H231 1.156, H232 1.091
221 N 5.010 -0.916 6.625  C220 1.487, C222 1.465, H233 1.021
222 C 5.337 -2.023 5.722  N221 1.465, C223 1.514, H234 1.110, H235 1.083
223 C 4.119 -2.703 5.134  C222 1.514, O224 1.464, H236 1.106, H237 1.164
224 O 4.594 -3.830 4.329  C223 1.464, C225 1.402
225 C 3.505 -4.496 3.749  O224 1.402, H238 1.098, H239 1.115, H240 1.160
226 H 4.224 3.749 7.703  C217 1.076
227 H 2.568 3.169 7.401  C217 1.069
228 H 3.272 4.497 6.397  C217 1.124
229 H 3.144 0.941 7.340  C219 1.113
230 H 4.867 1.640 7.418  C219 1.132
231 H 5.344 0.661 5.072  C220 1.156
232 H 3.764 -0.024 5.074  C220 1.091
233 H 5.741 -0.575 7.251  N221 1.021
234 H 5.925 -2.789 6.269  C222 1.110
235 H 6.034 -1.710 4.954  C222 1.083
236 H 3.446 -2.124 4.474  C223 1.106
237 H 3.474 -3.039 6.043  C223 1.164
238 H 3.978 -5.161 3.013  C225 1.098
239 H 2.889 -3.784 3.150  C225 1.115
240 H 2.798 -5.102 4.441  C225 1.160
241 C -1.102 3.666 4.098  O242 1.394, H250 1.064, H251 1.103, H252 1.084
242 O -1.281 2.896 2.950  C241 1.394, C243 1.461
243 C -2.675 2.679 2.573  O242 1.461, C244 1.529, H253 1.046, H254 1.061
244 C -2.978 3.257 1.191  C243 1.529, N245 1.440, H255 1.099, H256 1.162
245 N -3.020 4.694 1.110  C244 1.440, C246 1.510, H257 1.039
246 C -4.062 5.247 2.054  N245 1.510, C247 1.565, H258 1.141, H259 1.142
247 C -4.206 6.805 2.051  C246 1.565, O248 1.440, H260 1.080, H261 1.132
248 O -4.239 7.590 0.844  C247 1.440, C249 1.400
249 C -5.298 7.139 0.046  O248 1.400, H262 1.103, H263 1.088, H264 1.104
250 H -1.658 3.275 4.917  C241 1.064
251 H -1.417 4.710 3.938  C241 1.103
252 H -0.063 3.812 4.371  C241 1.084
253 H -3.388 3.036 3.249  C243 1.046
254 H -2.767 1.639 2.381  C243 1.061
255 H -3.985 2.938 0.885  C244 1.099
256 H -2.251 2.801 0.408  C244 1.162
257 H -2.080 5.027 1.400  N245 1.039
258 H -3.955 5.056 3.173  C246 1.141
259 H -5.095 4.828 1.811  C246 1.142
260 H -3.361 7.103 2.655  C247 1.080
261 H -5.120 6.985 2.694  C247 1.132
262 H -6.016 6.654 0.731  C249 1.103
263 H -5.009 6.421 -0.718  C249 1.088
264 H -5.760 7.998 -0.471  C249 1.104
265 C 1.655 -1.248 -4.650  O266 1.432, H274 1.106, H275 1.117, H276 1.130
266 O 2.656 -2.104 -5.211  C265 1.432, C267 1.345
267 C 2.279 -2.541 -6.426  O266 1.345, C268 1.589, H277 1.099, H278 1.065
268 C 2.422 -4.114 -6.595  C267 1.589, N269 1.468, H279 1.061, H280 1.075
269 N 1.595 -4.790 -5.588  C268 1.468, C270 1.436, H281 1.045
270 C 1.806 -6.210 -5.635  N269 1.436, C271 1.519, H282 1.141, H283 1.057
271 C 1.212 -6.906 -4.423  C270 1.519, O272 1.387, H284 1.077, H285 1.092
272 O 2.118 -6.959 -3.375  C271 1.387, C273 1.452
273 C 1.583 -7.566 -2.169  O272 1.452, H286 1.074, H287 1.122, H288 1.089
274 H 2.131 -0.714 -3.807  C265 1.106
275 H 0.764 -1.812 -4.281  C265 1.117
276 H 1.271 -0.481 -5.385  C265 1.130
277 H 2.900 -2.074 -7.202  C267 1.099
278 H 1.265 -2.325 -6.670  C267 1.065
279 H 3.427 -4.457 -6.585  C268 1.061
280 H 1.980 -4.340 -7.548  C268 1.075
281 H 1.896 -4.426 -4.656  N269 1.045
282 H 2.899 -6.494 -5.800  C270 1.141
283 H 1.331 -6.633 -6.478  C270 1.057
284 H 0.856 -7.890 -4.677  C271 1.077
285 H 0.312 -6.371 -4.109  C271 1.092
286 H 0.883 -6.904 -1.695  C273 1.074
287 H 2.398 -7.825 -1.443  C273 1.122
288 H 1.084 -8.490 -2.456  C273 1.089